Here is a cluster of 8 separate species, C40H52F4O4 in total in a non-equilibrium geometry from the Open Molecules 2025 dataset. Energies are from ωB97M-V/def2-TZVPD.

Each line ends with the Löwdin charge.
Element x y z (Å)
C  -1.7006  0.8090  3.9188  -0.13
C  -3.7462  1.8941  0.0072  -0.08
C  0.5313  4.6653  -0.3697  -0.03
H  -1.7331  0.8410  2.8512  0.09
C  0.3567  -0.1502  -2.1405  -0.09
F  5.9475  -0.2385  -5.6024  0.04
H  2.3495  -6.1093  3.5666  0.13
H  -1.8680  -5.9063  -1.6414  0.13
C  -0.2556  1.0041  -0.1168  -0.01
H  -3.1473  -3.0402  0.2969  0.12
H  1.5452  4.5448  -0.5450  0.09
O  -0.5679  -4.8898  -0.4392  -0.17
H  -3.6959  -5.3578  -0.1709  0.10
C  -4.7727  0.0041  0.9916  -0.26
H  -6.2139  0.3714  2.5978  0.13
H  5.3376  -2.4360  -4.1124  0.13
H  5.0696  1.4809  -2.8541  0.11
C  3.7791  2.4377  -4.1801  -0.20
H  0.9849  -4.5165  5.0629  0.13
C  3.7013  -0.2324  -6.1946  -0.03
H  3.7179  0.5056  -3.3298  0.09
C  -0.4820  0.7003  -1.4402  -0.09
H  1.6175  -0.3014  -6.5729  0.11
H  -3.5358  -0.1443  -0.7822  0.12
C  2.2585  -5.0126  3.3902  -0.19
H  -0.6038  2.0900  5.3929  0.12
H  2.5070  1.6486  -1.4292  0.10
H  3.8800  0.6136  -6.7999  0.11
C  -2.4303  3.0384  4.6955  -0.20
H  2.9827  4.4831  -4.0418  0.14
C  3.3714  2.2457  -1.7797  -0.16
C  2.2449  -1.8922  -5.2129  -0.10
H  2.5718  -3.8571  5.2283  0.10
C  4.5164  -1.9142  -4.6094  -0.04
H  -1.3083  1.1833  -1.8816  0.09
C  1.3404  -0.8323  -1.4515  -0.10
C  -2.3245  -3.7946  0.5821  -0.14
C  -0.3685  4.8690  -1.3854  -0.06
F  -5.0155  -1.3519  1.0843  0.02
F  0.9670  0.4112  1.8510  0.06
C  -1.0863  -3.5749  -0.2444  -0.21
H  -0.5156  2.6680  3.6736  0.08
C  2.4636  -0.8128  -6.1002  -0.07
O  0.9716  -3.4467  2.3766  -0.17
H  -0.0685  4.6961  -2.3752  0.10
H  -4.3438  3.7392  0.9166  0.08
C  3.2536  -2.3991  -4.4554  -0.12
C  -1.0974  4.8658  1.3073  -0.04
H  -2.1217  -3.5268  1.5905  0.09
H  2.1482  -2.1815  3.5661  0.12
H  1.2576  -2.3226  -5.0961  0.10
H  3.2461  -3.2702  -3.7912  0.12
C  1.1578  -4.8218  2.3734  -0.24
H  -3.0721  5.3573  0.5972  0.09
C  -1.6690  5.1186  -1.0163  -0.07
C  -1.6450  -5.8062  -0.5377  -0.22
H  1.4496  -5.1416  1.3787  0.12
C  1.4747  -0.7189  -0.0831  -0.03
H  -0.3710  -3.0361  0.3514  0.09
H  -2.5010  4.0428  4.2664  0.11
H  0.2410  -0.2645  -3.2186  0.10
H  -2.6401  3.1525  5.7607  0.11
H  4.0359  2.4204  -0.9843  0.10
C  -2.0403  5.1431  0.3656  -0.08
H  -5.7943  2.7743  2.5860  0.12
C  3.6154  3.7518  -3.4457  -0.20
H  -3.1582  2.3370  -0.7561  0.08
H  -2.8664  -5.8526  1.2451  0.09
C  -5.4539  0.7461  1.9097  -0.04
H  -0.8150  1.8110  0.3604  0.11
H  2.0077  -1.5402  -1.8849  0.09
H  2.8709  2.1541  -4.7495  0.11
H  -1.2979  4.9208  2.3893  0.12
F  1.1419  4.4762  1.9238  0.04
C  -3.9522  0.5211  -0.0044  -0.01
C  0.2094  4.7210  0.9388  -0.27
C  -4.4692  2.6728  0.9130  -0.09
H  0.1892  -5.2891  2.5892  0.13
H  -3.7846  0.2811  3.8061  0.09
H  4.5610  2.5073  -4.9240  0.11
O  2.8894  3.5012  -2.2297  -0.15
C  4.0025  1.5193  -3.0162  -0.14
C  -2.7496  -5.2803  0.3534  -0.14
O  -3.5254  2.2612  4.1919  -0.17
H  3.1616  -4.6151  2.9238  0.12
H  -1.2949  -6.7886  -0.1963  0.12
H  -1.1873  -3.1246  -1.2574  0.13
C  1.8489  -4.0908  4.4739  -0.19
C  0.7158  0.2427  0.5389  -0.27
C  1.3088  -2.9053  3.6650  -0.18
H  2.1721  -1.3330  0.5262  0.14
C  -1.1536  2.2182  4.4251  -0.12
C  4.7394  -0.8530  -5.4728  -0.26
H  0.3624  -2.4668  4.1068  0.13
H  -1.1138  0.0060  4.2866  0.09
H  4.6154  4.1225  -3.3424  0.11
H  -2.4392  5.2732  -1.7041  0.08
C  -3.1256  0.8896  4.4010  -0.21
C  -5.2760  2.1174  1.8769  -0.09
H  -3.2909  0.5694  5.4973  0.15

Output
HOMO: -9.07 eV
orbital gap: 9.72 eV
SMILES: Fc1ccccc1.Fc1ccccc1.Fc1ccccc1.Fc1ccccc1.C1CCOC1.C1CCOC1.C1CCOC1.C1CCOC1
energy relative to the best compared isomer or geometry (same formula, charge and spin): 0.0 kcal per mole
LUMO: 0.644 eV

Here is a structure of composition C40H52N4OPtS from the Open Molecules 2025 dataset. Energies are from ωB97M-V/def2-TZVPD.

Each line ends with the Löwdin charge.
Element x y z (Å)
H  5.9528  2.2944  0.6903  0.10
H  0.5431  -3.6574  -1.9220  0.11
H  -4.5274  -1.4779  -2.7764  0.06
C  4.0931  3.8033  -0.8921  -0.19
H  5.1730  3.6494  -0.8454  0.10
H  -3.9792  0.7178  -1.7706  0.11
H  -1.1714  4.3438  -4.3666  0.11
C  -0.6358  -1.9642  -2.5390  -0.25
C  0.4035  -3.8371  4.2124  -0.19
C  -0.0415  -2.0185  2.3988  -0.23
C  1.8870  -0.9865  2.3360  -0.23
Pt  -0.0968  0.2990  0.4276  1.25
C  0.0206  -1.8514  -3.9051  -0.32
H  4.1327  -2.2391  3.4791  0.11
N  0.6281  -0.9842  1.8118  -0.05
H  -0.4804  -1.1822  -4.6039  0.09
H  -1.7303  -3.2514  2.6385  0.11
H  -5.7224  -0.3869  -0.8328  0.11
H  2.6292  -2.4287  -1.7866  0.08
C  -0.1226  2.5540  -1.6011  -0.23
H  -0.8751  -0.9638  -2.1724  0.08
H  1.7846  -0.9334  -1.3124  0.05
H  3.2252  -3.3555  4.4671  0.10
H  -4.2595  2.6895  -2.8570  0.11
H  -3.4411  0.7242  -4.2370  0.06
C  2.8967  -0.1088  1.9896  0.05
H  0.0268  5.6605  -1.8656  0.06
C  2.0180  -2.0519  3.3040  -0.13
C  -2.1740  -1.7862  1.1931  -0.23
H  -6.0364  -1.9619  -0.1482  0.10
C  0.4268  -2.6038  -1.6510  -0.23
H  1.2909  -4.3804  4.5431  0.10
C  -4.0008  -1.3682  -0.0526  -0.13
H  0.1649  -2.5559  -0.5931  0.08
H  -1.5594  -2.5460  -2.5674  0.11
H  -0.1849  -4.5485  3.6266  0.11
C  3.2464  -2.3227  4.1136  -0.19
C  -5.3217  -1.4010  -0.7536  -0.19
H  -3.9636  -3.4889  2.5399  0.11
C  -3.0454  0.6220  -1.2323  0.05
H  4.9910  3.4948  2.6588  0.07
H  6.2836  2.3985  3.1611  0.07
H  -0.2823  6.4790  -3.4023  0.07
C  0.8198  -2.6911  3.3453  -0.13
H  5.5952  0.7511  1.4244  0.11
C  3.3801  -1.3775  5.3108  -0.08
C  -0.6072  5.6643  -2.7536  -0.08
C  2.0202  2.2962  -0.4321  -0.22
H  -3.3155  3.7668  -3.8534  0.11
H  0.4787  4.1445  -3.8427  0.11
H  4.0394  5.1865  0.7799  0.07
C  -2.1518  2.5395  -2.5721  -0.13
C  5.2828  2.4460  2.7296  -0.08
H  0.1650  -2.8261  -4.3788  0.09
C  -4.1739  -3.4358  1.4685  -0.19
C  3.8865  1.8150  0.7283  -0.13
H  3.4132  -0.3368  4.9847  0.07
C  -2.9554  -0.4064  -0.3121  -0.24
C  2.8017  0.9252  1.0802  -0.23
H  0.1904  -2.7171  6.0587  0.07
H  1.6004  3.7113  -1.9309  0.11
N  1.6831  1.2488  0.3691  -0.05
C  5.2471  1.7848  1.3493  -0.19
C  -3.3437  2.7523  -3.4505  -0.19
H  -1.3002  -2.8475  5.1345  0.07
N  -0.8093  1.5563  -0.9791  -0.05
C  3.7432  5.1579  -0.2697  -0.08
H  -4.8859  -3.0577  -2.0888  0.07
H  2.5258  -1.4832  5.9807  0.07
H  4.2877  -1.5872  5.8785  0.07
H  2.6682  5.3396  -0.3119  0.07
H  -0.7024  -4.2426  6.0423  0.07
C  -3.5152  -2.2276  0.8819  -0.13
H  -6.2053  -2.0200  -2.6440  0.07
C  -3.3998  1.7504  -4.6067  -0.08
O  1.4563  0.3396  -3.4326  -0.54
S  1.6634  -1.1285  -3.6102  0.91
C  -3.7234  -4.7345  0.7932  -0.08
H  3.8354  3.8066  -1.9541  0.11
C  -1.3372  -2.3951  2.1066  0.05
C  -5.2332  -2.0251  -2.1489  -0.08
H  -1.6269  5.8723  -2.4265  0.08
H  4.2487  5.9727  -0.7897  0.07
H  -4.1990  -5.6043  1.2485  0.07
C  -0.5369  4.3175  -3.4785  -0.19
C  -2.0460  1.5179  -1.5513  -0.23
H  -4.2753  1.9229  -5.2344  0.07
H  -3.9790  -4.7236  -0.2676  0.07
H  4.5901  1.9613  3.4193  0.06
C  -0.4014  -3.3881  5.4347  -0.08
C  1.7225  -1.8410  -1.9186  -0.31
N  -1.8634  -0.6833  0.4526  -0.05
H  -2.5073  1.8369  -5.2281  0.08
H  3.8545  -0.2485  2.4729  0.11
H  -5.2575  -3.3358  1.3797  0.10
C  3.4009  2.6654  -0.2123  -0.12
H  -2.6418  -4.8542  0.8718  0.07
C  -0.9568  3.1775  -2.6066  -0.12
C  1.1838  2.9036  -1.3449  0.05

Output
HOMO: -6.64 eV
orbital gap: 6.03 eV
energy relative to the best compared isomer or geometry (same formula, charge and spin): 0.0 kcal per mole
LUMO: -0.606 eV

> Look up the energy relative to the best compared isomer or geometry (same formula, charge and spin) of the second one.

0.0 kcal per mole